The following is a DFT calculation (ωB97M-V with the def2-TZVPD basis set) of a molecular structure, C25H19BrF2N4O3STl.

```
56
Properties=species:S:1:pos:R:3:forces:R:3
Tl 0.3881 -0.6175 -0.2401 0.2791 -0.1904 -0.0485
O 2.4823 -0.0634 1.0540 0.2294 0.3171 -0.1719
C 2.9073 1.1415 1.0457 -0.0781 -0.2225 0.0370
C 4.2484 1.4557 0.6364 -0.0755 0.0180 0.0660
C 4.7748 2.7285 0.7093 -0.1446 -0.0677 0.0434
C 4.0053 3.7981 1.1869 -0.0071 -0.1371 -0.0006
C 2.6905 3.5383 1.5463 -0.0508 -0.0456 -0.0606
C 2.1091 2.2695 1.4637 -0.0732 0.0656 -0.0093
C 0.6931 2.1511 1.8321 0.3491 0.2450 0.0538
N -0.0409 1.1463 1.5829 -0.1470 -0.2604 -0.0781
N -1.3709 1.2232 1.9448 -0.0102 -0.0562 0.0285
C -1.9278 0.0239 1.8904 -0.1458 -0.0643 -0.1255
O -1.3853 -1.0883 1.6517 -0.2112 0.0940 0.3672
C -3.4400 0.0348 2.0692 0.0703 -0.0259 0.0490
C -4.1323 -1.1619 1.9019 -0.1260 0.0026 0.1094
C -5.5220 -1.2025 1.9840 0.1358 0.0307 0.0079
C -6.2390 -0.0412 2.2449 0.0836 0.0018 0.0107
C -5.5536 1.1566 2.4270 0.0953 -0.0071 -0.0125
C -4.1666 1.1966 2.3341 -0.0166 -0.0713 -0.0030
H 4.8349 0.6235 0.2599 0.0090 0.0326 0.0310
H 5.7984 2.9052 0.3867 -0.0085 -0.0219 0.0137
H 4.4212 4.7952 1.2649 -0.0267 0.0209 -0.0299
H 2.0618 4.3567 1.8900 0.0043 -0.0022 0.0129
H 0.2404 3.0063 2.3469 0.0030 0.0679 0.0062
H -3.5449 -2.0493 1.6951 -0.0533 0.0402 0.0197
H -6.0468 -2.1415 1.8367 0.0295 0.0244 -0.0095
H -7.3222 -0.0663 2.3007 0.0227 0.0022 -0.0011
H -6.1068 2.0672 2.6341 0.0220 -0.0129 -0.0251
H -3.6136 2.1200 2.4494 -0.0348 -0.0019 -0.0041
O 1.9417 0.6107 -2.0834 0.0206 0.3164 -0.0947
N 1.8013 1.8739 -2.3760 0.0223 -0.0853 0.0335
C 2.9252 2.6207 -2.5263 -0.1036 -0.1693 0.0230
C 2.8948 3.9421 -2.8830 -0.0335 0.0742 -0.0532
C 1.6523 4.5456 -3.0842 -0.0720 -0.0703 0.0333
C 0.5130 3.7989 -2.8932 0.0823 -0.0060 0.0217
C 0.5424 2.4373 -2.5160 0.0017 -0.0777 0.0711
S -0.8576 1.5055 -2.2291 0.1137 0.1077 -0.1178
H 3.8322 2.0703 -2.3303 -0.0368 -0.0415 0.0351
H 3.8255 4.4840 -2.9853 -0.0209 -0.0110 0.0265
H 1.5825 5.5887 -3.3701 -0.0121 -0.0024 0.0170
H -0.4691 4.2357 -3.0112 0.0110 -0.0137 -0.0060
F 0.5982 -3.5781 -1.9761 -0.1569 -0.2224 -0.1316
C 1.3854 -2.9161 -1.0720 0.0579 0.7907 0.0651
F 1.7564 -3.8218 -0.1250 0.0399 -0.3041 0.1620
H 2.2731 -2.5381 -1.5820 0.0778 -0.1208 -0.0561
Br -6.2466 -0.1185 -2.1794 0.0180 0.0002 0.0202
C -4.7616 -1.1857 -1.6600 0.0261 0.0301 0.0273
C -4.8768 -2.5616 -1.6511 0.0076 -0.0102 0.0028
C -3.7738 -3.3039 -1.2576 0.0179 -0.0508 0.0333
C -2.6140 -2.6319 -0.8939 0.0498 0.1222 0.0010
N -2.5173 -1.3068 -0.9138 -0.2871 0.0744 -0.3822
C -3.5680 -0.5816 -1.2888 0.1511 -0.1874 0.0313
H -5.8025 -3.0373 -1.9457 -0.0191 -0.0060 0.0096
H -3.8156 -4.3877 -1.2352 0.0199 0.0812 0.0020
H -1.7213 -3.1667 -0.5737 -0.1109 0.0758 -0.0376
H -3.4479 0.4985 -1.2900 0.0117 -0.0697 -0.0129
```
Forces are in eV/Å.

**Energy relative to the best compared isomer or geometry (same formula, charge and spin)**: 0.2638 eV
**LUMO level (alpha / beta)**: 4.0 / 4.0 eV
**2S+1**: 2
**Total energy**: -4753.166140 Eh
**E_HOMO (alpha / beta)**: -0.2 / -1.1 eV
**Net charge**: -2